Record 1
The following is a quantum chemistry calculation of a molecular structure, C42H46N10O3S2SiTi, from OMol25.

```
! wB97M-V def2-TZVPD RIJCOSX def2/J DEFGRID3
* xyz 0 1
Ti -0.931 -0.147 0.036
C -1.524 5.114 2.168
C -1.153 5.008 0.835
C -1.425 3.855 0.118
C -2.066 2.757 0.717
C -2.452 2.894 2.055
C -2.188 4.055 2.765
N -2.290 1.560 0.019
C -2.878 1.613 -1.208
C -3.544 2.720 -1.772
C -4.118 2.635 -3.021
C -4.101 1.441 -3.743
C -3.520 0.318 -3.199
C -2.891 0.391 -1.949
N -2.240 -0.631 -1.314
N -2.466 -1.901 -1.682
C -2.035 -2.754 -0.753
C -2.278 -4.144 -0.899
C -1.927 -4.991 0.111
C -1.351 -4.462 1.281
C -1.123 -3.113 1.350
N -1.424 -2.249 0.367
H -1.310 6.017 2.724
H -0.644 5.835 0.352
H -1.144 3.790 -0.926
H -2.994 2.093 2.534
H -2.519 4.134 3.793
H -3.610 3.642 -1.211
H -4.588 3.510 -3.451
H -4.546 1.409 -4.728
H -3.524 -0.630 -3.720
H -2.750 -4.488 -1.808
H -2.108 -6.055 0.034
H -1.083 -5.104 2.107
H -0.683 -2.700 2.251
C 0.889 -2.023 6.414
Si 1.207 -0.645 5.152
C 1.350 0.997 6.087
C 2.838 -1.068 4.306
C -0.339 -0.510 4.056
C -1.596 -0.566 4.641
C -2.761 -0.475 3.879
C -2.644 -0.266 2.529
N -1.450 -0.162 1.935
C -0.312 -0.334 2.652
S 1.071 -0.437 1.636
H 1.774 -2.171 7.035
H 0.665 -2.973 5.928
H 0.059 -1.789 7.083
H 2.128 0.939 6.849
H 0.413 1.245 6.587
H 1.597 1.823 5.419
H 3.615 -1.243 5.052
H 3.167 -0.271 3.643
H 2.740 -1.968 3.699
H -1.677 -0.704 5.713
H -3.739 -0.561 4.331
H -3.506 -0.174 1.879
N -0.139 -2.266 -3.661
C 0.358 -3.138 -2.762
N 0.657 -2.867 -1.542
C 1.301 -3.920 -0.925
C 1.815 -3.919 0.369
C 2.446 -5.055 0.844
C 2.579 -6.192 0.051
C 2.079 -6.213 -1.241
C 1.451 -5.074 -1.719
S 0.759 -4.795 -3.293
H -0.401 -1.356 -3.320
H -0.600 -2.613 -4.482
H 1.712 -3.030 0.977
H 2.839 -5.063 1.852
H 3.080 -7.068 0.441
H 2.176 -7.092 -1.863
C 3.370 0.157 -3.658
N 3.677 -0.366 -2.340
C 5.064 -0.664 -2.033
C 2.706 -0.617 -1.446
O 1.516 -0.448 -1.638
H 3.787 -0.491 -4.430
H 3.788 1.161 -3.776
H 2.291 0.207 -3.779
H 5.704 -0.139 -2.737
H 5.271 -1.735 -2.106
H 5.311 -0.330 -1.025
H 3.095 -1.002 -0.488
O -1.654 5.203 -3.417
C -0.249 5.235 -3.577
N 0.149 4.176 -4.460
C 0.397 2.874 -4.089
O 0.304 1.965 -4.888
C 0.784 2.635 -2.668
C 1.765 3.345 -1.973
C 1.867 3.113 -0.613
C 1.031 2.202 0.002
N 0.176 1.423 -0.682
C 0.080 1.651 -1.998
H -1.909 5.669 -2.614
H 0.254 5.118 -2.618
H 0.053 6.189 -4.026
H -0.258 4.239 -5.384
H 2.428 4.031 -2.483
H 2.583 3.660 -0.017
H 1.059 2.067 1.072
H -0.615 1.049 -2.569
*
```

Summary:
Energy (eV): -118011.6690
E_HOMO (alpha / beta) (eV): -6.029 / -6.249
ΔE to the lowest compared entry with this formula, charge and spin (kJ/mol): 248.0
Kohn-Sham gap (alpha / beta) (eV): 5.969 / 6.072
F_max (eV Å⁻¹): 2.54

Löwdin atomic charge list, values in e, 2 entries: atom 1 (Ti): 0.943, atom 2 (C): -0.103


Record 2
The following is a quantum chemistry calculation of a molecular structure, C42H48BN4O7PdS, from OMol25.

```
! wB97M-V def2-TZVPD RIJCOSX def2/J DEFGRID3
* xyz 1 1
Pd -0.994 -0.419 0.702
C 1.090 4.812 0.492
C 0.743 3.596 1.287
C 1.143 2.329 0.863
C 0.882 1.206 1.645
C 0.186 1.377 2.842
C -0.222 2.623 3.273
C 0.073 3.732 2.502
S -0.132 -0.057 3.858
O 1.102 -0.730 4.136
O -0.971 0.337 4.954
N -0.983 -0.964 2.752
C -1.706 -2.029 3.121
C -1.808 -2.481 4.466
C -2.586 -3.570 4.770
C -3.249 -4.282 3.769
C -3.152 -3.897 2.417
C -3.744 -4.606 1.354
C -3.599 -4.131 0.050
C -2.905 -2.965 -0.177
N -2.311 -2.290 0.822
C -2.401 -2.736 2.091
H 1.335 4.558 -0.535
H 1.957 5.304 0.936
H 0.274 5.530 0.500
H 1.704 2.220 -0.053
H 1.388 0.255 1.467
H -0.743 2.695 4.215
H -0.199 4.714 2.856
H -1.272 -1.937 5.225
H -2.678 -3.887 5.797
H -3.842 -5.146 4.028
H -4.290 -5.512 1.552
H -4.029 -4.665 -0.780
H -2.798 -2.550 -1.173
C -3.298 2.017 -1.346
N -3.720 2.569 -0.081
C -4.443 3.821 -0.161
C -5.365 3.977 1.036
C -4.527 3.766 2.289
N -3.883 2.470 2.234
C -3.772 1.743 3.479
C -3.476 1.910 1.073
O -2.925 0.787 1.084
H -4.168 1.706 -1.931
H -2.657 1.157 -1.166
H -2.744 2.771 -1.907
H -5.020 3.820 -1.090
H -3.728 4.654 -0.202
H -6.159 3.229 0.993
H -5.814 4.967 1.040
H -5.154 3.803 3.181
H -3.763 4.550 2.367
H -4.759 1.404 3.804
H -3.352 2.388 4.249
H -3.120 0.882 3.341
C 7.895 -0.233 0.694
C 6.667 0.466 0.107
C 6.938 0.732 -1.384
C 6.447 1.789 0.855
C 5.401 -0.363 0.258
C 5.323 -1.464 1.110
C 4.177 -2.236 1.254
C 3.079 -1.862 0.513
O 1.832 -2.442 0.406
B 1.184 -1.702 -0.548
O 1.940 -0.634 -1.001
C 3.141 -0.758 -0.339
C 4.275 0.006 -0.476
H 8.786 0.336 0.440
H 8.003 -1.236 0.287
H 7.836 -0.289 1.778
H 7.954 1.095 -1.514
H 6.267 1.480 -1.795
H 6.827 -0.187 -1.957
H 7.302 2.444 0.713
H 6.330 1.595 1.920
H 5.552 2.299 0.503
H 6.181 -1.753 1.691
H 4.157 -3.091 1.910
H 4.282 0.841 -1.155
C -0.881 -2.508 -7.524
C -0.752 -2.140 -6.084
C -0.951 -0.833 -5.660
C -0.847 -0.463 -4.336
C -1.005 0.990 -4.016
C -0.539 -1.453 -3.352
C -0.253 -2.784 -3.792
C 0.190 -3.893 -2.886
C -0.382 -3.085 -5.132
C -0.531 -1.074 -1.985
O -0.060 -1.990 -1.024
O -0.901 0.019 -1.493
H -1.504 -1.792 -8.053
H -1.303 -3.505 -7.629
H 0.104 -2.512 -7.991
H -1.178 -0.076 -6.397
H -0.884 1.577 -4.925
H -0.274 1.307 -3.277
H -1.991 1.192 -3.601
H -0.522 -4.069 -2.083
H 1.147 -3.657 -2.423
H 0.307 -4.813 -3.457
H -0.181 -4.093 -5.462
*
```

Summary:
Energy (eV): -79616.2093
E_HOMO (alpha / beta) (eV): -9.601 / -9.611
Kohn-Sham gap (alpha / beta) (eV): 5.412 / 5.331
F_max (eV Å⁻¹): 3.14

Löwdin atomic charge list, values in e, 2 entries: atom 1 (Pd): 1.063, atom 2 (C): -0.039


Record 3
The following is a quantum chemistry calculation of a molecular structure, C42H48CrGeN7O5S2Se, from OMol25.

```
! wB97M-V def2-TZVPD RIJCOSX def2/J DEFGRID3
* xyz -1 5
Cr 0.275 -0.521 0.033
O -3.866 1.554 -2.898
C -4.062 1.982 -1.641
C -5.139 2.842 -1.417
C -5.403 3.321 -0.150
C -4.600 2.956 0.927
C -3.535 2.104 0.710
C -3.249 1.599 -0.559
C -2.104 0.673 -0.704
O -1.476 0.310 0.356
N -1.812 0.238 -1.905
N -0.750 -0.668 -1.896
C -0.595 -1.246 -3.027
S 0.513 -2.571 -3.306
C 0.604 -2.244 -5.081
C -0.811 -1.968 -5.553
S -1.543 -0.753 -4.425
H -3.077 0.958 -2.882
H -5.751 3.119 -2.265
H -6.242 3.989 0.002
H -4.799 3.338 1.919
H -2.890 1.808 1.525
H 1.025 -3.130 -5.557
H 1.258 -1.390 -5.264
H -1.406 -2.881 -5.545
H -0.826 -1.536 -6.553
C -3.279 -0.138 3.830
Ge -3.395 -2.009 3.284
C -2.336 -3.135 4.487
C -5.269 -2.573 3.471
C -3.046 -2.198 1.344
Se -1.397 -2.776 0.458
C -0.726 -4.060 1.749
H -3.494 -0.049 4.897
H -4.015 0.448 3.280
H -2.287 0.273 3.643
H -2.588 -2.869 5.515
H -1.266 -2.998 4.350
H -2.577 -4.188 4.341
H -5.614 -2.432 4.496
H -5.380 -3.627 3.213
H -5.911 -1.988 2.810
H -3.242 -1.215 0.914
H -3.822 -2.868 0.967
H -1.570 -4.582 2.194
H -0.140 -3.554 2.512
H -0.105 -4.750 1.189
O 0.971 -3.756 -0.611
C 1.955 -3.035 -0.646
N 3.209 -3.507 -0.961
C 4.215 -2.503 -0.689
C 3.298 -1.275 -0.444
O 3.749 -0.157 -0.322
N 1.988 -1.672 -0.411
C 5.009 -2.862 0.564
C 6.039 -3.796 0.465
C 6.733 -4.199 1.595
C 6.414 -3.661 2.837
C 5.393 -2.731 2.942
C 4.689 -2.339 1.808
C 5.115 -2.217 -1.876
C 4.863 -2.762 -3.127
C 5.680 -2.451 -4.208
C 6.747 -1.582 -4.047
C 6.994 -1.023 -2.798
C 6.186 -1.339 -1.720
H 3.385 -4.482 -0.773
H 6.311 -4.195 -0.506
H 7.532 -4.924 1.505
H 6.966 -3.963 3.718
H 5.137 -2.288 3.896
H 3.894 -1.613 1.920
H 4.019 -3.427 -3.254
H 5.476 -2.887 -5.177
H 7.381 -1.335 -4.888
H 7.818 -0.334 -2.666
H 6.372 -0.899 -0.749
C 0.214 2.545 1.639
C 0.792 2.439 0.259
C 1.303 3.501 -0.445
C 1.830 2.993 -1.655
C 1.609 1.640 -1.651
C 1.981 0.704 -2.755
N 0.958 1.275 -0.483
H -0.138 3.569 1.781
H 0.954 2.344 2.419
H -0.619 1.868 1.804
H 1.309 4.523 -0.098
H 2.323 3.540 -2.445
H 2.921 1.025 -3.207
H 1.219 0.690 -3.544
H 2.120 -0.316 -2.410
N 4.723 1.139 2.613
C 4.016 0.679 3.697
O 4.527 0.703 4.817
C 2.660 0.169 3.476
C 1.916 -0.411 4.573
C 0.643 -0.881 4.290
C 0.131 -0.852 3.010
N 0.875 -0.336 1.943
C 2.074 0.187 2.233
H 5.687 1.353 2.801
H 4.472 0.908 1.665
H 2.337 -0.421 5.566
H 0.019 -1.277 5.084
H -0.865 -1.184 2.766
H 2.564 0.650 1.390
*
```

Summary:
Energy (eV): -236961.9697
E_HOMO (alpha / beta) (eV): -2.174 / -4.237
ΔE to the lowest compared entry with this formula, charge and spin (kJ/mol): 88.9
Kohn-Sham gap (alpha / beta) (eV): 4.062 / 6.123
F_max (eV Å⁻¹): 0.24

Löwdin atomic charge list, values in e, 2 entries: atom 1 (Cr): 0.781, atom 2 (O): 0.046


Record 4
The following is a quantum chemistry calculation of a molecular structure, C42H48MgN5OTe, from OMol25.

```
! wB97M-V def2-TZVPD RIJCOSX def2/J DEFGRID3
* xyz 1 1
Mg -1.268 0.026 -0.602
C -4.460 1.726 -2.979
C -4.944 1.606 -1.557
C -5.902 2.502 -1.092
C -6.376 2.445 0.205
C -5.885 1.486 1.078
C -4.919 0.584 0.663
C -4.408 -0.480 1.601
C -4.461 0.649 -0.661
N -3.437 -0.274 -1.031
C -3.652 -1.204 -1.876
C -4.974 -1.466 -2.529
C -2.484 -2.096 -2.209
C -2.702 -3.228 -3.163
N -1.359 -1.815 -1.665
C -0.220 -2.652 -1.910
C 0.703 -2.257 -2.881
C 0.510 -0.978 -3.657
C 1.793 -3.082 -3.117
C 1.975 -4.247 -2.389
C 1.066 -4.598 -1.406
C -0.050 -3.809 -1.151
C -1.050 -4.212 -0.096
H -4.164 2.754 -3.180
H -5.258 1.467 -3.681
H -3.598 1.098 -3.185
H -6.273 3.261 -1.772
H -7.126 3.150 0.540
H -6.249 1.439 2.097
H -4.612 -0.210 2.636
H -3.332 -0.633 1.489
H -4.890 -1.440 1.402
H -5.762 -0.909 -2.031
H -5.211 -2.529 -2.498
H -4.949 -1.163 -3.579
H -3.078 -2.839 -4.112
H -3.452 -3.920 -2.778
H -1.782 -3.774 -3.343
H -0.340 -1.045 -4.340
H 1.398 -0.753 -4.244
H 0.332 -0.125 -2.994
H 2.520 -2.795 -3.867
H 2.840 -4.871 -2.576
H 1.216 -5.499 -0.821
H -0.565 -4.791 0.688
H -1.837 -4.841 -0.522
H -1.525 -3.344 0.362
C 9.395 -2.629 4.166
C 8.444 -2.419 3.017
C 8.838 -1.782 1.846
C 7.944 -1.552 0.812
C 6.624 -1.969 0.918
N 5.740 -1.707 -0.160
C 4.442 -1.266 -0.166
O 3.812 -1.141 -1.198
N 3.922 -0.934 1.072
C 2.582 -0.807 1.405
C 2.254 -0.617 2.747
C 0.929 -0.530 3.122
C -0.042 -0.609 2.147
N 0.257 -0.738 0.847
C 1.540 -0.840 0.475
C 6.232 -2.672 2.056
C 7.131 -2.874 3.093
H 10.406 -2.319 3.909
H 9.421 -3.680 4.459
H 9.074 -2.054 5.036
H 9.864 -1.450 1.739
H 8.274 -1.044 -0.087
H 6.146 -1.696 -1.082
H 4.572 -0.900 1.841
H 3.041 -0.535 3.488
H 0.657 -0.394 4.159
H -1.093 -0.594 2.407
H 1.762 -0.943 -0.578
H 5.245 -3.115 2.116
H 6.809 -3.421 3.972
C -1.831 7.192 2.643
C -1.672 6.059 1.665
C -1.862 4.741 2.048
C -1.715 3.685 1.150
C -1.957 2.294 1.669
C -1.341 3.948 -0.167
Te -0.852 2.438 -1.591
C -1.191 5.279 -0.590
C -0.857 5.641 -2.015
C -1.360 6.303 0.332
H -1.847 6.827 3.669
H -2.764 7.730 2.464
H -1.016 7.910 2.545
H -2.134 4.517 3.076
H -2.676 2.309 2.489
H -1.025 1.860 2.040
H -2.369 1.659 0.881
H 0.197 5.449 -2.235
H -1.056 6.697 -2.192
H -1.444 5.054 -2.721
H -1.247 7.330 -0.002
*
```

Summary:
Energy (eV): -66568.7350
E_HOMO (eV): -9.030
ΔE to the lowest compared entry with this formula, charge and spin (kJ/mol): 0.0
Kohn-Sham gap (eV): 5.601
F_max (eV Å⁻¹): 0.46

Löwdin atomic charge list, values in e, 2 entries: atom 1 (Mg): 0.372, atom 2 (C): -0.052